[1]
ORCA calculation (the ωB97M-V functional and the def2-TZVPD basis) on a single C23H31N3O4S molecule.

Frontier orbital gap in eV: 8.13
Net charge: 0
Highest occupied orbital energy in eV: -7.47
Energy in eV: -47849.50733
LUMO level in eV: 0.661
Energy above the lowest of the compared OMol25 structures with the same formula, charge and spin in eV: 2.369

Geometry as XYZ:
```
62
C23H31N3O4S, DFT the ωB97M-V functional and the def2-TZVPD basis
C -3.6123 6.3031 0.9701
H -3.1078 6.7551 0.1168
O -3.3038 4.9349 0.9074
C -3.8549 4.0931 1.8487
C -4.6621 4.5319 2.8825
C -5.2419 3.6331 3.7674
C -5.0117 2.2828 3.6144
C -4.1888 1.8315 2.5965
C -3.5827 2.7118 1.7021
N -2.8056 2.2531 0.6538
C -1.5998 2.9396 0.2421
H -1.3367 3.6941 0.9834
C -0.4212 1.9741 0.1065
N -0.7238 0.9408 -0.8681
C 0.1368 -0.0183 -1.2477
O -0.2166 -0.9563 -1.9513
C 1.5948 0.0986 -0.7976
N 2.0813 -1.2092 -0.3880
C 2.8210 -2.0836 -1.2120
C 2.4974 -2.3434 -2.5376
C 3.2767 -3.2236 -3.2662
C 4.3599 -3.8795 -2.6989
C 4.6621 -3.6467 -1.3529
C 3.8951 -2.7468 -0.6297
H 4.1069 -2.5598 0.4111
C 5.8076 -4.3519 -0.6937
H 6.7475 -4.1010 -1.1849
H 5.8756 -4.0711 0.3534
H 5.6806 -5.4320 -0.7566
C 5.1821 -4.8307 -3.5138
H 6.2234 -4.5114 -3.5414
H 5.1555 -5.8305 -3.0812
H 4.8099 -4.8854 -4.5335
H 3.0256 -3.4151 -4.3000
H 1.6305 -1.8823 -2.9831
S 1.1359 -1.9696 0.7556
O 1.9891 -2.5825 1.7294
O 0.1975 -0.9883 1.2344
C 0.2469 -3.2890 -0.1034
H 0.9660 -4.0522 -0.3678
H -0.4917 -3.6716 0.5884
H -0.2194 -2.8563 -0.9800
C 2.4605 0.7467 -1.8733
H 2.1793 1.7920 -1.9796
H 3.5079 0.6866 -1.5879
H 2.3311 0.2525 -2.8312
H 1.6481 0.6977 0.1149
C -2.1436 0.7084 -1.0700
C -2.8598 0.8607 0.2655
H -2.3680 0.1946 0.9917
H -3.9077 0.5642 0.1645
H -2.5423 1.4202 -1.7996
H -2.2592 -0.3028 -1.4639
H 0.4535 2.5448 -0.2161
H -0.2111 1.5088 1.0778
H -1.7620 3.4537 -0.7144
H -4.0039 0.7738 2.5066
H -5.4620 1.5715 4.2902
H -5.8743 4.0002 4.5610
H -4.8684 5.5836 3.0031
H -4.6897 6.4804 0.8868
H -3.2395 6.7631 1.8918
```

The net atomic charges from natural (NBO), expressed in e, are: atom 1 (C): -0.2490, atom 2 (H): 0.1977, atom 3 (O): -0.5247, atom 4 (C): 0.3261, atom 5 (C): -0.2977, atom 6 (C): -0.2337, atom 7 (C): -0.2172, atom 8 (C): -0.2507, atom 9 (C): 0.1145, atom 10 (N): -0.4397, atom 11 (C): -0.1987, atom 12 (H): 0.2265, atom 13 (C): -0.2379, atom 14 (N): -0.4387, atom 15 (C): 0.7143, atom 16 (O): -0.6854, atom 17 (C): -0.1270, atom 18 (N): -0.7085, atom 19 (C): 0.1919, atom 20 (C): -0.2563, atom 21 (C): -0.2083, atom 22 (C): -0.0028, atom 23 (C): -0.0176, atom 24 (C): -0.2225, atom 25 (H): 0.2343, atom 26 (C): -0.6296, atom 27 (H): 0.2163, atom 28 (H): 0.2213, atom 29 (H): 0.2170, atom 30 (C): -0.6329, atom 31 (H): 0.2174, atom 32 (H): 0.2174, atom 33 (H): 0.2165, atom 34 (H): 0.2085, atom 35 (H): 0.2459, atom 36 (S): 2.3199, atom 37 (O): -0.9422, atom 38 (O): -0.9698, atom 39 (C): -0.8788, atom 40 (H): 0.2463, atom 41 (H): 0.2489, atom 42 (H): 0.2753, atom 43 (C): -0.6096, atom 44 (H): 0.2205, atom 45 (H): 0.2271, atom 46 (H): 0.2255, atom 47 (H): 0.2291, atom 48 (C): -0.2207, atom 49 (C): -0.2280, atom 50 (H): 0.1934, atom 51 (H): 0.2136, atom 52 (H): 0.1976, atom 53 (H): 0.2482, atom 54 (H): 0.2061, atom 55 (H): 0.2160, atom 56 (H): 0.1893, atom 57 (H): 0.2154, atom 58 (H): 0.2122, atom 59 (H): 0.2115, atom 60 (H): 0.2145, atom 61 (H): 0.1774, atom 62 (H): 0.1743

***

[2]
ORCA calculation (the ωB97M-V functional and the def2-TZVPD basis) on 3 unconnected molecules or ions with the total composition C32H23ClO6 at a distorted geometry.

Frontier orbital gap in eV: 7.76
Net charge: 0
Highest occupied orbital energy in eV: -9.28
Energy in eV: -58360.89268
LUMO level in eV: -1.515

Geometry as XYZ:
```
62
C32H23ClO6, DFT the ωB97M-V functional and the def2-TZVPD basis
C 1.2714 3.6203 -1.6578
C 1.0843 2.5279 -1.1861
C 0.7644 1.1225 -0.9686
C 1.7509 0.1719 -1.2511
C 1.4472 -1.1852 -1.0757
C 0.1740 -1.5241 -0.6279
C -0.8142 -0.5664 -0.3374
C -0.5157 0.7823 -0.5084
C -2.1671 -1.0652 0.1239
O -2.7757 -0.5499 1.0265
C -2.6464 -2.2908 -0.6301
C -3.9693 -2.4815 -1.0328
C -5.0816 -1.4913 -0.7183
C -4.2803 -3.6425 -1.7564
C -3.3110 -4.5830 -2.0981
C -1.9847 -4.3881 -1.6822
C -0.8754 -5.3756 -2.0567
C -0.0045 -4.6942 -3.1386
C -0.7380 -4.6652 -4.5141
Cl 1.6239 -5.4592 -3.2619
C -1.6500 -3.2486 -0.9443
C -0.2406 -2.9685 -0.4528
O 0.4709 -3.7922 0.0616
H 1.2716 4.6531 -1.9368
H 2.7338 0.4369 -1.6290
H 2.1443 -1.9970 -1.2736
H -1.2427 1.5657 -0.3049
H -5.6124 -1.2411 -1.6447
H -4.7050 -0.6107 -0.2037
H -5.8187 -2.0097 -0.0898
H -5.3056 -3.8338 -2.0719
H -3.5433 -5.4707 -2.6797
H -1.3118 -6.2750 -2.5048
H -0.2937 -5.6441 -1.1753
H 0.1833 -3.6469 -2.8838
H -1.0859 -3.6404 -4.6920
H -1.6147 -5.3168 -4.4971
H -0.0244 -4.9265 -5.2974
C -0.4177 5.5793 2.6679
C -1.1571 5.0635 1.6898
C -1.6554 3.6699 1.7583
O -2.3190 3.1907 0.8619
C -1.3048 2.8719 2.9572
C -0.5655 3.3878 3.9360
C -0.0634 4.7823 3.8678
O 0.6099 5.2529 4.7596
H -0.0403 6.5931 2.6368
H -1.4238 5.6268 0.8048
H -1.6798 1.8557 2.9839
H -0.2959 2.8223 4.8190
C 3.6458 1.9936 1.8131
C 4.7287 1.3235 2.1991
C 5.9191 2.0285 2.7349
O 6.9069 1.4195 3.0849
C 5.8552 3.5083 2.8253
C 4.7724 4.1785 2.4391
C 3.5829 3.4731 1.9038
O 2.5936 4.0788 1.5518
H 2.7665 1.4986 1.4182
H 4.7943 0.2443 2.1417
H 6.7335 4.0031 3.2198
H 4.7064 5.2575 2.4968
```

The net atomic charges from natural (NBO), expressed in e, are: atom 1 (C): -0.1946, atom 2 (C): -0.0437, atom 3 (C): -0.0286, atom 4 (C): -0.1999, atom 5 (C): -0.1708, atom 6 (C): -0.1198, atom 7 (C): -0.1121, atom 8 (C): -0.1819, atom 9 (C): 0.5570, atom 10 (O): -0.5040, atom 11 (C): -0.0536, atom 12 (C): 0.0135, atom 13 (C): -0.6418, atom 14 (C): -0.1935, atom 15 (C): -0.1831, atom 16 (C): 0.0204, atom 17 (C): -0.4546, atom 18 (C): -0.1566, atom 19 (C): -0.6308, atom 20 (Cl): -0.0750, atom 21 (C): -0.1492, atom 22 (C): 0.5675, atom 23 (O): -0.5044, atom 24 (H): 0.2410, atom 25 (H): 0.2328, atom 26 (H): 0.2390, atom 27 (H): 0.2629, atom 28 (H): 0.2193, atom 29 (H): 0.2449, atom 30 (H): 0.2267, atom 31 (H): 0.2168, atom 32 (H): 0.2185, atom 33 (H): 0.2133, atom 34 (H): 0.2606, atom 35 (H): 0.1994, atom 36 (H): 0.2190, atom 37 (H): 0.2079, atom 38 (H): 0.2353, atom 39 (C): -0.2197, atom 40 (C): -0.2211, atom 41 (C): 0.4862, atom 42 (O): -0.5088, atom 43 (C): -0.2378, atom 44 (C): -0.2180, atom 45 (C): 0.4790, atom 46 (O): -0.4907, atom 47 (H): 0.2319, atom 48 (H): 0.2294, atom 49 (H): 0.2424, atom 50 (H): 0.2306, atom 51 (C): -0.2363, atom 52 (C): -0.2185, atom 53 (C): 0.4734, atom 54 (O): -0.4838, atom 55 (C): -0.2309, atom 56 (C): -0.2203, atom 57 (C): 0.4779, atom 58 (O): -0.4957, atom 59 (H): 0.2338, atom 60 (H): 0.2334, atom 61 (H): 0.2337, atom 62 (H): 0.2321

***

[3]
ORCA calculation (the ωB97M-V functional and the def2-TZVPD basis) on a single C4H9N molecule at a distorted geometry.

Frontier orbital gap in eV: 9.35
Net charge: 0
Highest occupied orbital energy in eV: -8.16
Energy in eV: -5782.16960
LUMO level in eV: 1.194
Energy above the lowest of the compared OMol25 structures with the same formula, charge and spin in eV: 1.642

Geometry as XYZ:
```
14
C4H9N, DFT the ωB97M-V functional and the def2-TZVPD basis
C 1.4730 2.0879 -0.4784
C 0.7256 0.9736 -0.5600
N 0.3815 0.2768 0.6683
C -0.8975 -0.5981 0.6919
C -0.8625 -1.8169 -0.2094
H 1.8065 2.5755 -1.4154
H 2.0763 2.3028 0.3909
H 0.5100 0.4933 -1.5196
H 0.3515 1.0680 1.3288
H -1.7923 0.1024 0.4893
H -0.9386 -0.8419 1.7511
H -1.9092 -1.9999 -0.6468
H -0.8100 -2.8516 0.4239
H -0.1144 -1.7720 -0.9145
```

The net atomic charges from natural (NBO), expressed in e, are: atom 1 (C): -0.5219, atom 2 (C): 0.0013, atom 3 (N): -0.6290, atom 4 (C): -0.2209, atom 5 (C): -0.6266, atom 6 (H): 0.2042, atom 7 (H): 0.2001, atom 8 (H): 0.1944, atom 9 (H): 0.3723, atom 10 (H): 0.1740, atom 11 (H): 0.2045, atom 12 (H): 0.2192, atom 13 (H): 0.2119, atom 14 (H): 0.2163